Record 1
17
Properties=species:S:1:pos:R:3:mulliken_charge:R:1 method="wB97M-V/def2-TZVPD" total_energy_ha=-285.10533 homo_lumo_gap_ev=9.11 smiles="C=CN.NCN" de_lowest_kcal_mol=45.5 lumo_ev=1.01
C -2.02 1.80 -2.81 -0.7798
C -1.08 1.04 -3.34 0.1019
N -0.17 1.28 -4.38 -0.4030
H -1.84 2.90 -2.84 0.1876
H -2.79 1.37 -2.20 0.2569
H -0.98 0.01 -3.00 0.2602
H -0.13 2.25 -4.62 0.1869
H 0.32 0.55 -4.85 0.1898
N 0.10 -1.63 3.85 -0.6096
C 1.34 -1.51 3.10 -0.2547
N 1.49 -0.32 2.31 -0.6068
H 0.26 -1.45 4.84 0.2390
H -0.29 -2.56 3.81 0.2460
H 1.35 -2.33 2.36 0.3019
H 2.32 -1.56 3.64 0.2421
H 1.17 0.61 2.65 0.2196
H 0.93 -0.45 1.47 0.2221

---

Record 2
17
Properties=species:S:1:pos:R:3:mulliken_charge:R:1 method="wB97M-V/def2-TZVPD" total_energy_ha=-285.09942 homo_lumo_gap_ev=8.76 smiles=CN[C@H](C)NN de_lowest_kcal_mol=49.2 lumo_ev=1.16
C -0.48 -1.95 -0.20 -0.8825
N -0.56 -0.82 -1.12 -0.4452
C -0.09 0.44 -0.59 0.3902
C 1.43 0.49 -0.38 -1.5534
N -0.95 0.72 0.64 -0.2493
N -0.46 1.78 1.47 -0.6012
H -0.82 -2.86 -0.70 0.3402
H 0.55 -2.14 0.14 0.2911
H -1.12 -1.85 0.68 0.3082
H 0.06 -1.02 -1.97 0.2688
H -0.32 1.21 -1.33 0.2860
H 1.75 -0.05 0.51 0.3999
H 1.97 0.05 -1.23 0.3720
H 1.77 1.52 -0.29 0.4150
H -1.90 0.92 0.30 0.2351
H 0.36 1.46 2.00 0.1891
H -1.20 2.11 2.09 0.2360

---

Record 3
17
Properties=species:S:1:pos:R:3:mulliken_charge:R:1 method="wB97M-V/def2-TZVPD" total_energy_ha=-284.83208 s2=0.763 homo_lumo_gap_ev="7.41 / 3.97" de_lowest_kcal_mol=16.5 spin_multiplicity=2 total_charge=+1 lumo_ev="-4.30 / -7.74"
C 2.67 -2.63 1.69 -0.7196
C 2.86 -1.34 1.18 0.4405
N 1.95 -0.72 0.49 -0.2040
H 1.74 -3.18 1.70 0.3001
H 3.53 -3.15 2.07 0.2946
H 3.75 -0.79 1.44 0.3848
H 1.06 -1.17 0.28 0.2263
H 2.08 0.16 0.01 0.2662
N -3.50 1.20 -0.97 -0.5781
C -2.24 1.94 -0.77 -0.4580
N -1.01 1.32 -1.23 -0.4883
H -3.65 0.66 -0.12 0.2428
H -3.31 0.51 -1.70 0.2512
H -2.35 2.92 -1.25 0.3020
H -2.11 2.22 0.27 0.3239
H -0.83 0.48 -0.70 0.1928
H -0.91 1.23 -2.23 0.2227

---

Record 4
18
Properties=species:S:1:pos:R:3:mulliken_charge:R:1 method="wB97M-V/def2-TZVPD" total_energy_ha=-360.34443 s2=0.751 homo_lumo_gap_ev="3.21 / 9.52" de_lowest_kcal_mol=20.9 spin_multiplicity=2 total_charge=-1 lumo_ev="4.27 / 3.97"
C 2.35 -0.58 0.75 -2.1035
C 1.59 0.51 -0.03 -0.9386
N 0.44 0.98 0.81 0.3179
C -0.86 0.54 0.39 -1.0543
N -1.46 -0.52 1.05 -0.3165
N -1.54 1.36 -0.30 -0.5576
H 1.92 -1.58 0.88 0.5498
H 3.21 -0.83 0.10 0.6349
H 2.75 -0.23 1.70 0.4167
H 1.20 0.17 -0.98 0.3838
H 2.34 1.30 -0.04 0.5498
H 0.40 1.98 0.74 0.2479
H -0.96 -1.09 1.72 0.2343
H -2.18 -1.03 0.58 0.5125
H -2.53 1.28 -0.46 0.2908
H -0.07 -1.18 -1.65 -0.0067
H -0.66 -1.20 -3.04 0.8608
O -0.83 -1.57 -2.15 -1.0218

---

Record 5
18
Properties=species:S:1:pos:R:3:mulliken_charge:R:1 method="wB97M-V/def2-TZVPD" total_energy_ha=-360.36261 homo_lumo_gap_ev=10.12 smiles="N/C=C/N.NCO" de_lowest_kcal_mol=46.9 lumo_ev=0.92
N 1.69 0.31 -0.78 -0.6463
C 0.69 -0.57 -1.32 -0.3479
C 0.89 -1.83 -1.66 -0.1190
N -0.14 -2.62 -2.23 -0.5715
H 1.36 0.90 -0.04 0.2720
H 2.00 0.91 -1.54 0.2414
H -0.28 -0.09 -1.48 0.3503
H 1.88 -2.27 -1.53 0.3444
H -0.44 -3.41 -1.69 0.2326
H 0.15 -2.97 -3.14 0.2342
N -0.82 0.36 2.25 -0.5527
C -1.37 1.58 1.76 -0.2905
O -0.37 2.63 1.67 -0.5277
H -0.42 -0.20 1.50 0.2223
H -0.10 0.48 2.94 0.2472
H -1.82 1.42 0.78 0.2486
H -2.13 1.93 2.46 0.3540
H -0.77 3.42 2.04 0.3088

---

Record 6
18
Properties=species:S:1:pos:R:3:mulliken_charge:R:1 method="wB97M-V/def2-TZVPD" total_energy_ha=-360.16920 homo_lumo_gap_ev="8.65 / 8.79" de_lowest_kcal_mol=168.3 lumo_ev="0.59 / 0.85"
C 0.68 0.26 -0.26 0.4738
C -2.11 -0.72 -0.88 -0.7300
C 0.80 1.38 0.71 -1.1787
N -1.52 -0.69 0.45 -0.2409
N 0.65 -1.03 0.00 -0.5887
N 2.67 -0.33 -0.70 -0.6662
O -2.06 0.46 1.07 -0.3817
H -1.96 0.26 2.01 0.3483
H 0.91 -1.20 0.98 0.2466
H 0.40 0.54 -1.28 0.3698
H 2.63 -1.10 -1.37 0.2493
H 3.28 -0.59 0.08 0.2135
H -2.05 0.24 -1.41 0.2883
H -1.60 -1.49 -1.45 0.3369
H -3.18 -0.98 -0.79 0.2899
H 1.06 1.02 1.71 0.2676
H 1.57 2.07 0.37 0.3820
H -0.15 1.91 0.76 0.3200